(1)
{
  "formula": "C23H38O",
  "method": "the ωB97M-V functional and the def2-TZVPD basis",
  "elements": ["C", "C", "O", "C", "H", "C", "C", "C", "C", "H", "H", "C", "C", "C", "C", "H", "H", "C", "C", "C", "C", "H", "H", "C", "C", "C", "C", "H", "H", "H", "C", "H", "H", "H", "H", "H", "H", "C", "H", "H", "H", "H", "H", "H", "C", "H", "H", "H", "H", "H", "H", "C", "H", "H", "H", "H", "H", "H", "H", "H", "H", "H"],
  "xyz": [[-0.305705, 0.958918, -3.033410], [-1.802857, 0.710565, -3.101301], [-2.286792, 0.214427, -4.173079], [-2.510756, 1.023903, -1.851257], [-3.213103, 0.382003, -1.587039], [-3.085333, 2.300297, -1.953332], [-3.732488, 2.610471, -0.614551], [-3.015479, 3.492280, 0.243714], [-3.725575, 3.740180, 1.531946], [-4.833767, 4.135946, 1.403353], [-3.222475, 4.373917, 1.938618], [-3.858533, 2.439213, 2.297751], [-2.636355, 1.834322, 2.817970], [-2.393157, 0.483111, 2.166365], [-0.892286, 0.061237, 2.506563], [-0.463539, 0.405085, 3.284851], [-1.083373, -1.099182, 3.012013], [-0.153133, -0.101487, 1.247277], [1.163880, -0.476042, 1.298950], [1.683230, -1.781747, 0.767303], [3.219867, -2.061153, 1.089847], [3.164932, -3.383663, 1.173939], [3.488203, -1.661370, 1.864278], [4.012671, -1.975165, -0.153572], [5.579111, -2.039386, 0.004154], [5.982891, -3.260166, -0.356357], [7.456384, -3.676449, 0.209681], [7.867894, -2.914140, 0.555194], [7.488945, -4.805304, 0.523089], [8.011095, -3.764267, -0.829751], [5.395436, -4.181695, -1.437423], [5.302115, -3.626881, -2.248640], [4.383634, -4.581497, -0.990128], [6.043992, -5.091786, -1.397727], [6.020533, -1.656855, 0.957999], [3.981660, -0.721337, -0.467361], [3.738083, -2.116965, -1.008687], [0.823056, -2.714831, -0.209474], [-0.032108, -2.743534, 0.118124], [1.522147, -3.568539, -0.514419], [0.720448, -2.051840, -1.058596], [1.815491, -0.325971, 2.045661], [-0.604308, -0.637133, 0.453362], [-0.013929, 0.978932, 1.011647], [-3.176562, -0.421247, 1.480205], [-3.915312, 0.163521, 0.783508], [-2.864073, -1.291707, 1.280368], [-4.197554, -0.734646, 2.388634], [-1.927114, 2.435364, 3.071721], [-4.361686, 2.571838, 3.289772], [-4.685395, 1.793120, 1.840899], [-1.652111, 3.867421, 0.208003], [-1.229071, 3.474081, 0.987771], [-1.681578, 4.832102, 0.531742], [-1.330273, 3.556651, -0.620463], [-4.918642, 2.384120, -0.710126], [-3.807275, 2.383252, -2.762261], [-2.301714, 2.994725, -2.362316], [-1.883588, 0.966122, -1.096190], [-0.014977, 0.242253, -2.238778], [0.272239, 0.931470, -3.914745], [-0.208979, 2.000193, -2.750659]],
  "forces_ev_per_a": [[-1.31, 0.29, 1.40], [0.28, -2.93, -5.27], [0.85, 1.86, 3.91], [0.97, -1.07, -4.07], [-3.42, -3.47, 0.53], [-1.11, 4.01, -0.62], [0.57, 3.68, -0.71], [-6.91, -4.76, -1.20], [-7.80, -6.01, -4.72], [2.28, -0.51, -0.01], [5.45, 7.50, 5.73], [-3.17, 0.23, 2.64], [-4.03, -9.83, -7.59], [5.90, 7.39, 6.49], [-7.08, -8.05, -3.35], [3.08, 3.72, 4.92], [0.60, 2.36, -1.40], [-1.07, 3.91, -0.38], [4.56, -9.73, -3.12], [-1.11, 4.11, 1.32], [-6.86, -9.89, -9.93], [0.33, 3.48, 0.76], [3.39, 4.38, 8.29], [6.18, 10.04, 7.64], [-2.98, -2.88, 1.72], [4.01, -0.52, 0.73], [-4.85, -8.28, -8.12], [3.68, 6.05, 4.53], [0.08, 2.59, 0.40], [-0.63, -0.04, 1.69], [-0.55, -3.20, 7.07], [-0.52, 1.70, -4.16], [1.50, 0.89, -1.29], [-0.48, 0.85, -1.03], [-0.32, 0.29, -1.20], [-0.38, -2.27, 1.16], [-3.74, -3.59, -9.18], [11.94, 2.49, -2.73], [-8.89, -1.85, 3.75], [-1.87, 0.70, 0.60], [0.14, -0.13, -0.87], [2.10, 2.13, 2.77], [-1.22, -0.18, -0.65], [-0.80, -0.03, -1.03], [-9.97, 5.69, 2.52], [1.59, -1.59, 0.52], [2.69, -6.28, -2.19], [2.82, 0.63, -2.38], [4.66, 3.10, 2.07], [-0.47, 1.04, -0.47], [1.83, 0.41, 0.08], [-4.01, 1.94, 1.72], [2.90, -3.03, 4.30], [0.68, 3.51, -0.38], [3.77, -1.40, -6.58], [2.98, 0.69, 1.26], [-0.39, -0.42, -0.02], [-0.52, 0.12, 1.03], [3.50, 0.13, 3.69], [0.62, 0.71, -0.34], [0.23, -0.91, -1.21], [0.32, 0.22, 0.97]],
  "lowdin_charge": [0.008, -0.363, 0.033, -0.217, 0.093, -0.239, -0.014, -0.255, -0.159, 0.169, 0.004, -0.252, -0.008, -0.250, -0.140, 0.032, 0.185, -0.289, -0.083, -0.118, -0.144, 0.194, -0.001, -0.236, -0.075, -0.314, -0.036, -0.049, 0.112, 0.104, -0.040, 0.024, 0.116, 0.083, 0.120, 0.177, -0.015, -0.005, -0.044, 0.108, 0.067, 0.060, 0.102, 0.144, -0.072, 0.101, -0.014, 0.210, 0.040, 0.120, 0.122, 0.003, 0.047, 0.095, 0.019, 0.172, 0.127, 0.135, 0.065, 0.093, 0.068, 0.079],
  "lumo_energy_ev": 0.5615,
  "multiplicity": 1,
  "fmax_ev_per_a": 15.61,
  "de_lowest_kj_mol": 1857.4
}

(2)
{
  "formula": "C23H38O",
  "method": "the ωB97M-V functional and the def2-TZVPD basis",
  "elements": ["C", "C", "O", "C", "C", "C", "C", "C", "C", "C", "C", "C", "C", "C", "C", "C", "C", "C", "C", "C", "C", "C", "C", "C", "H", "H", "H", "H", "H", "H", "H", "H", "H", "H", "H", "H", "H", "H", "H", "H", "H", "H", "H", "H", "H", "H", "H", "H", "H", "H", "H", "H", "H", "H", "H", "H", "H", "H", "H", "H", "H", "H"],
  "xyz": [[4.322913, -1.413857, 2.667061], [3.070891, -2.101462, 3.166613], [2.348832, -1.601961, 3.988894], [2.847655, -3.473521, 2.569686], [1.688697, -4.240007, 3.219969], [0.362884, -3.678739, 2.804561], [-0.490329, -4.203986, 1.934267], [-0.278345, -5.498956, 1.202080], [-1.780790, -3.500033, 1.609327], [-1.627604, -2.602481, 0.366886], [-0.692598, -1.467859, 0.640946], [0.520748, -1.293908, 0.131209], [1.145041, -2.244141, -0.853794], [1.339698, -0.081655, 0.476232], [1.482487, 0.872697, -0.716508], [0.160524, 1.410257, -1.173405], [0.010592, 2.382072, -2.065917], [1.190186, 3.055254, -2.709094], [-1.346693, 2.895960, -2.450473], [-1.628816, 4.258393, -1.788432], [-2.982587, 4.765976, -2.176867], [-3.277766, 5.572108, -3.189759], [-4.695356, 5.973559, -3.479663], [-2.277326, 6.156535, -4.142437], [5.166704, -1.778627, 3.251844], [4.511957, -1.638788, 1.621089], [4.246673, -0.339876, 2.816317], [2.649097, -3.343356, 1.503011], [3.779903, -4.036868, 2.665157], [1.782415, -4.149443, 4.304703], [1.765613, -5.295862, 2.959561], [0.121592, -2.732357, 3.266962], [-0.716366, -5.443996, 0.207045], [-0.772202, -6.312810, 1.735087], [0.774370, -5.747798, 1.100901], [-2.087837, -2.878654, 2.452156], [-2.564919, -4.237277, 1.421813], [-1.282019, -3.197197, -0.478263], [-2.610543, -2.196081, 0.110960], [-1.067723, -0.744764, 1.354348], [0.994783, -3.276805, -0.546906], [0.702977, -2.116902, -1.842412], [2.214311, -2.060797, -0.938436], [0.877296, 0.452593, 1.307634], [2.336676, -0.395700, 0.795936], [2.138933, 1.701425, -0.433432], [1.970158, 0.351038, -1.546920], [-0.710523, 0.943435, -0.736027], [0.871693, 3.736501, -3.493705], [1.861386, 2.315837, -3.144753], [1.760784, 3.620313, -1.971221], [-2.116651, 2.187018, -2.140817], [-1.409842, 3.014056, -3.535040], [-0.847342, 4.963929, -2.071920], [-1.585314, 4.130641, -0.704670], [-3.795378, 4.384643, -1.571359], [-4.808828, 7.053757, -3.386521], [-4.963374, 5.700924, -4.500311], [-5.390123, 5.492102, -2.796523], [-2.405542, 5.712018, -5.129990], [-1.254703, 5.985238, -3.822446], [-2.436809, 7.229803, -4.241421]],
  "forces_ev_per_a": [[-0.16, 0.26, 0.16], [0.49, -0.12, -0.46], [-0.20, 0.06, 0.20], [-0.41, -0.24, 0.42], [0.07, 0.10, -0.20], [0.09, -0.07, 0.14], [-0.22, -0.07, 0.08], [0.11, 0.09, 0.13], [0.13, 0.08, -0.08], [0.00, 0.02, 0.12], [-0.11, -0.10, -0.12], [0.06, 0.14, 0.15], [-0.16, 0.03, 0.03], [-0.07, 0.04, -0.07], [0.03, 0.05, 0.09], [0.11, 0.00, -0.05], [-0.18, -0.09, -0.07], [-0.01, -0.09, 0.11], [0.12, 0.08, 0.33], [-0.11, -0.12, -0.26], [0.13, 0.04, 0.12], [-0.18, 0.13, -0.06], [0.08, -0.13, 0.09], [0.03, -0.13, 0.18], [0.10, -0.07, 0.02], [0.05, -0.05, -0.10], [-0.01, 0.04, 0.00], [0.11, 0.02, -0.10], [0.09, 0.06, -0.08], [0.03, -0.09, -0.01], [0.02, 0.00, 0.05], [-0.14, 0.13, 0.05], [-0.02, -0.05, -0.12], [-0.05, -0.11, -0.04], [0.07, -0.09, -0.05], [-0.06, -0.02, 0.02], [-0.07, 0.01, 0.07], [-0.05, -0.03, -0.09], [0.01, -0.06, -0.09], [0.04, 0.19, 0.12], [0.01, -0.14, -0.03], [0.05, -0.05, -0.13], [0.11, -0.02, -0.04], [0.01, 0.00, 0.06], [0.05, 0.00, 0.06], [0.08, -0.05, -0.05], [0.11, 0.00, -0.01], [-0.24, -0.02, 0.00], [0.03, 0.09, -0.08], [0.11, 0.00, -0.06], [0.10, 0.09, -0.01], [-0.04, -0.03, -0.05], [-0.06, -0.02, -0.04], [0.06, 0.04, 0.06], [0.09, 0.02, -0.01], [-0.20, 0.00, 0.02], [-0.05, 0.10, -0.04], [-0.09, 0.02, -0.10], [-0.09, -0.02, 0.03], [0.01, 0.02, -0.11], [0.13, 0.01, -0.04], [0.02, 0.09, -0.05]],
  "lowdin_charge": [-0.027, -0.463, 0.093, -0.124, -0.175, -0.076, -0.310, -0.050, -0.166, -0.179, -0.095, -0.309, -0.043, -0.169, -0.187, -0.067, -0.309, -0.051, -0.168, -0.190, -0.093, -0.358, -0.073, -0.055, 0.088, 0.076, 0.083, 0.115, 0.124, 0.117, 0.102, 0.112, 0.076, 0.087, 0.069, 0.114, 0.114, 0.100, 0.114, 0.119, 0.067, 0.091, 0.076, 0.121, 0.097, 0.115, 0.114, 0.104, 0.072, 0.081, 0.085, 0.115, 0.118, 0.098, 0.116, 0.107, 0.078, 0.078, 0.072, 0.085, 0.061, 0.080],
  "lumo_energy_ev": 0.7516,
  "multiplicity": 1,
  "fmax_ev_per_a": 0.68,
  "de_lowest_kj_mol": 24.3
}

M / g mol⁻¹: 330.56; 330.56
Energy / Eh: -973.671094; -974.369298